{"formula": "C28H53N6O5", "method": "wB97M-V/def2-TZVPD", "multiplicity": 3, "orbital_gap_ev": [6.31, 7.04], "lumo_ev": [-3.86, -3.86], "total_charge": 1, "s_squared": 2.008, "elements": ["C", "H", "C", "H", "H", "O", "H", "H", "H", "C", "H", "C", "C", "C", "C", "C", "C", "H", "C", "H", "C", "H", "H", "N", "H", "H", "C", "C", "C", "H", "C", "O", "H", "H", "H", "C", "H", "H", "H", "N", "H", "O", "H", "H", "H", "H", "H", "H", "H", "H", "H", "O", "H", "C", "H", "C", "C", "H", "H", "H", "H", "N", "H", "O", "C", "C", "H", "C", "H", "C", "C", "H", "H", "H", "C", "H", "H", "H", "H", "H", "H", "H", "N", "H", "N", "H", "H", "H", "C", "N", "C", "C"], "xyz": [[-2.0542, 3.4487, -0.0973], [-3.8134, 0.7389, 1.6900], [-4.1671, 0.7895, -4.5931], [-2.8801, 3.8062, 0.5239], [1.8739, -1.6495, 4.5688], [7.5103, -3.0636, 5.2151], [-0.9761, -0.5607, -0.0110], [-5.4050, -2.3236, -4.1011], [3.2526, -0.5530, 4.3566], [6.0077, -3.8443, 3.4022], [1.8127, 3.3293, 1.4194], [6.6482, -0.3890, -0.1613], [-1.7721, 1.1900, 1.0646], [-4.8458, 1.9715, -5.3233], [-6.1993, -0.3728, -3.5897], [-7.3320, 0.5480, -4.0936], [7.2281, -4.0301, 6.0939], [-7.7243, -1.4154, -2.4401], [6.2907, -2.2700, 1.6173], [-4.1353, 2.4936, -5.9673], [2.2105, -1.4919, 1.7604], [-2.1260, 0.5763, -3.7913], [7.8977, -4.7035, 3.9939], [8.3407, -3.0009, 2.9168], [2.5475, -0.5128, 1.3630], [7.5812, -1.0345, 2.9783], [-5.3042, -1.1156, -5.8663], [7.4792, -3.6716, 3.8692], [-2.9538, 1.3063, 2.0516], [9.1981, -2.6762, 3.3704], [-5.9997, -1.5345, -4.5744], [7.1790, -1.0085, -1.0195], [-7.4045, 1.4507, -3.4827], [-2.6688, -0.6791, 0.4042], [-7.2292, 0.8449, -5.1343], [-3.9969, -0.3864, -5.5670], [-6.9027, -0.1470, -1.5333], [-6.9652, -1.9869, -4.8163], [4.8690, -1.5695, 0.1316], [-0.5184, 1.6953, 1.7029], [-6.1103, -1.7008, -1.8341], [-4.1609, -0.2821, -2.5880], [5.3061, -4.1587, 4.2042], [5.1511, -0.3327, 1.4130], [-2.2607, 1.6913, -5.1295], [1.1488, 4.6517, 2.3474], [3.5947, -2.1686, 5.0273], [-3.5605, -0.0319, -6.5050], [-2.8477, 2.1744, -3.5375], [-5.0938, -2.0030, -6.4697], [-1.4130, 1.6293, -1.0264], [0.5018, 1.2177, 1.0171], [-3.1044, 1.6379, -0.5836], [-0.3532, 3.1779, 1.7939], [-2.6882, 0.9019, 3.0315], [-2.7731, 1.3350, -4.2344], [-1.2194, 3.7398, 2.9447], [-0.7321, 4.9746, 0.6420], [1.3802, 3.0833, 3.1203], [5.4895, -1.7660, 3.4228], [-2.2575, 3.9093, 2.6655], [5.4097, -2.5834, 2.8000], [-1.1958, 3.0809, 3.8156], [6.9739, 0.9550, -0.0465], [-1.7045, -0.3174, 0.7644], [-6.7567, -0.9390, -2.2724], [0.0647, 3.7093, -0.2664], [2.9527, -1.6370, 4.2871], [-5.6562, 1.6682, -5.9835], [3.1828, -2.0739, 2.8272], [5.6499, -1.1122, 0.7848], [-8.2963, 0.0394, -4.0343], [6.0035, -4.6218, 2.6074], [-5.2312, 2.7060, -4.6128], [7.6724, -1.8713, 2.2272], [1.1926, -1.4511, 2.2194], [8.3755, -1.5108, 1.4367], [-3.2846, -1.1096, -5.1545], [2.1327, -2.2795, 0.9680], [-2.1938, 3.9083, -1.0796], [-3.3176, 2.3215, 2.1865], [-1.4527, -0.8877, 1.6638], [-4.9510, 0.4187, -3.3772], [7.1769, 1.0906, 0.8997], [6.8328, -4.9171, 6.6745], [6.3429, -3.1712, 0.9683], [-0.8508, 4.7138, 3.2723], [-5.9655, -0.4888, -6.4709], [1.0803, 3.5744, 2.1903], [4.0870, -2.9166, 2.4059], [-2.1098, 1.9303, -0.2363], [-0.7138, 3.8929, 0.4826]], "lowdin_charge": [-0.171, 0.090, -0.485, 0.106, 0.109, 0.011, 0.078, 0.124, 0.107, -0.006, 0.074, -0.501, -0.482, -0.037, -0.490, -0.038, -0.332, 0.087, -0.193, 0.085, -0.013, 0.076, 0.171, 0.032, 0.092, 0.145, -0.176, -0.290, -0.033, 0.146, -0.134, 0.158, 0.093, 0.088, 0.059, -0.134, 0.090, 0.127, 0.142, -0.056, 0.077, -0.036, 0.148, 0.130, 0.086, 0.087, 0.085, 0.127, 0.082, 0.115, 0.123, -0.052, 0.121, -0.486, 0.092, -0.047, -0.037, 0.128, 0.085, 0.185, 0.063, -0.098, 0.092, 0.097, -0.042, -0.047, 0.125, -0.009, 0.062, -0.292, -0.034, 0.087, 0.159, 0.093, -0.120, 0.082, 0.147, 0.124, 0.105, 0.114, 0.060, 0.080, -0.061, 0.117, 0.204, 0.180, 0.086, 0.104, -0.051, 0.108, -0.135, -0.132]}

=====

{"formula": "C8H15N3O2S", "method": "wB97M-V/def2-TZVPD", "orbital_gap_ev": 9.43, "lumo_ev": 0.58, "smiles": "CC(C)N1N=N[C@@H]2CCCS(=O)(=O)[C@@H]21", "total_charge": 0, "e_above_lowest_kj_mol": 76.7, "elements": ["H", "C", "S", "H", "H", "H", "H", "C", "C", "H", "N", "H", "O", "H", "H", "H", "O", "H", "N", "C", "C", "H", "C", "C", "N", "H", "C", "H", "H"], "xyz": [[-0.0719, -0.0342, -1.8610], [-2.2892, 1.6722, -0.2237], [-1.1712, -1.3279, -0.2016], [-2.8139, 1.9659, -1.1082], [-3.1467, -0.5673, -1.0562], [-2.1013, 0.4924, 1.4995], [4.1127, -1.1860, -0.7315], [-0.7850, 1.6507, -0.4702], [-2.8493, 0.5246, 0.6934], [-2.5139, 2.6011, 0.2742], [1.0006, 0.2554, -0.0354], [-3.8023, 0.8171, 1.0882], [-0.8795, -2.3312, -1.2315], [3.4979, -1.4644, 1.4266], [-3.5036, -1.6198, 0.2475], [2.0678, -1.1115, 2.3358], [-0.6911, -1.6499, 1.1443], [3.4289, 0.5873, -1.0847], [0.9683, 1.3163, 0.7931], [2.6378, -0.7543, 1.4286], [-0.1345, 0.1707, -0.7922], [2.9201, -0.8471, -2.0982], [-2.8924, -0.7891, -0.0639], [3.1694, -0.5412, -1.0403], [-0.0549, 2.0118, 0.6780], [1.5834, -1.7873, 0.0877], [2.1030, -0.7775, 0.0216], [-0.6140, 2.3382, -1.2562], [2.8246, 0.3852, 1.5363]], "lowdin_charge": [0.131, -0.157, 0.741, 0.104, 0.079, 0.111, 0.111, -0.274, -0.187, 0.106, -0.137, 0.108, -0.350, 0.083, 0.108, 0.097, -0.335, 0.105, 0.070, -0.098, -0.216, 0.080, -0.219, -0.063, 0.043, 0.143, -0.409, 0.129, 0.094]}

=====

{"formula": "C3H2OS", "method": "wB97M-V/def2-TZVPD", "orbital_gap_ev": 9.60, "lumo_ev": -0.54, "smiles": "C#CC(=O)S", "total_charge": 0, "e_above_lowest_kj_mol": 110.1, "elements": ["O", "H", "C", "H", "C", "S", "C"], "xyz": [[0.8871, -1.1056, -1.0482], [-2.1275, -0.6312, 2.1038], [-1.3440, -0.4483, 1.4795], [2.1645, 0.9696, -1.3096], [-0.7130, -0.1508, 0.4917], [0.8616, 1.4571, -1.1120], [0.2713, -0.0909, -0.6053]], "lowdin_charge": [-0.045, 0.013, 0.162, -0.051, -0.090, 0.829, -0.818]}